# 1
The molecule C10H19O7PS2 in a non-equilibrium geometry. Source: the OMol25 dataset; level of theory: wB97M-V/def2-TZVPD.

energy above the lowest of the compared OMol25 structures with the same formula, charge and spin: 9.704 eV
strongest force on any atom: 9.1 eV/A
HOMO-LUMO gap: 8.99 eV
structure (SMILES): CC(=O)OC[C@]1(CCCS)CC[C@H](P(O)O)OS1(=O)=O
lowest unoccupied orbital energy: -0.00070 Eh
HOMO level: -9.01 eV
electronic energy: -55962.4549 eV

Structure (ORCA input):
```
! RIJCOSX wB97M-V def2-TZVPD def2/J DEFGRID3
* xyz 0 1
C 2.68417 -1.63913 2.56445
C 1.03802 -1.39595 2.45967
O 0.44641 -0.93934 3.56681
O 0.31045 -1.70376 1.19106
C -0.41908 -0.43870 0.84327
C -0.84578 -0.35641 -0.74778
C -2.33720 -0.99888 -0.88152
C -3.59884 0.00628 -0.67065
C -3.52702 1.00861 0.61689
S -4.26211 0.25097 2.20985
C 0.17140 -1.39989 -1.57204
C 1.73516 -0.91929 -1.57815
C 1.98065 0.69023 -1.76250
P 2.57799 1.54690 -0.11635
O 4.12903 0.75575 0.19539
O 3.03405 3.21488 -0.46916
O 0.89864 1.42125 -2.43442
S -0.58587 1.31036 -1.55124
O -0.56217 2.51707 -0.55602
O -1.68820 1.68809 -2.61722
H 2.95075 -1.71678 3.71735
H 3.04495 -2.58914 1.98274
H 3.17247 -0.64575 2.18171
H 0.21987 0.50995 1.18572
H -1.35699 -0.43988 1.58235
H -2.51066 -1.94839 -0.17896
H -2.42435 -1.43361 -1.98991
H -4.56106 -0.68176 -0.50603
H -3.87370 0.66672 -1.62647
H -2.47174 1.44824 0.86248
H -4.22769 1.94186 0.38860
H -3.78390 1.10585 3.24745
H 0.00039 -2.52834 -1.26353
H -0.20163 -1.33193 -2.70403
H 2.38845 -1.51123 -2.38256
H 2.21599 -1.21451 -0.52794
H 2.92890 0.78851 -2.48300
H 4.84744 1.20567 -0.35977
H 2.46282 3.75550 0.18343
*
```


# 2
A structure of composition C10H20AlCl3FNaO9P2S in a non-equilibrium geometry. Source: the OMol25 dataset; level of theory: wB97M-V/def2-TZVPD.

strongest force on any atom: 6.3 eV/A
HOMO-LUMO gap: 4.33 eV
lowest unoccupied orbital energy: -0.12954 Eh
HOMO level: -7.86 eV
electronic energy: -109810.9031 eV

Structure (ORCA input):
```
! RIJCOSX wB97M-V def2-TZVPD def2/J DEFGRID3
* xyz 0 1
C 4.00597 -2.19845 3.97067
C 3.06148 -2.31304 3.06952
P 1.57724 -2.30022 1.91089
C 1.39017 -3.62593 0.57742
C 2.23229 -3.40451 -0.77397
O 2.13594 -4.65856 -1.55224
C 2.39668 -1.02108 0.76758
O 2.50717 0.22630 1.56408
C 1.75348 1.30523 0.95666
C 0.16606 1.29725 1.34522
P 0.49491 -3.58060 3.39629
S 1.47645 -5.20786 3.90399
H 4.87864 -1.85872 4.64978
H 0.48749 -1.34425 2.10187
H 1.76402 -4.63252 1.03645
H 0.29194 -3.80224 0.29007
H 1.73748 -2.59426 -1.44698
H 3.35813 -3.22048 -0.62627
H 2.03030 -4.44434 -2.50898
H 1.76358 -0.73521 -0.15510
H 3.50227 -1.27937 0.49689
H 2.15945 2.28905 1.43059
H 1.89527 1.42359 -0.18141
H -0.02444 0.90359 2.41118
H -0.29048 2.37806 1.32383
H -0.45894 0.63136 0.62244
H -0.79107 -3.87530 2.80114
H 0.26501 -2.75342 4.56257
Al -0.50449 0.45308 -1.32458
F -0.03127 2.98872 2.81813
C -2.73254 4.72870 -3.09256
C -1.41902 5.17981 -2.52778
O -1.60005 5.03734 -1.13501
C -2.58572 4.10518 -0.95351
O -2.87293 3.62378 0.10090
O -3.19475 3.79700 -2.13553
H -2.62600 4.25535 -4.07043
H -3.45671 5.54487 -3.17027
H -0.58520 4.54008 -2.84398
H -1.18854 6.21694 -2.78509
Cl 2.37894 -4.50271 6.07918
Cl 1.53221 -6.74356 1.96237
Na -1.19134 4.46596 -4.86218
O -4.77070 2.14629 -4.31676
Cl -5.14054 0.93961 -3.59989
O -5.29552 1.24474 -2.19396
O -4.09713 -0.05461 -3.76709
O -6.38517 0.42935 -4.12612
*
```